Density functional theory data (wB97M-V/def2-TZVPD) for a molecular structure, C17H15MnN.

- LUMO level (alpha / beta) (eV) = -4.47 / -4.04
- expectation value of S² = 6.129

ORCA input file:
```
! RIJCOSX wB97M-V def2-TZVPD def2/J DEFGRID3
* xyz 1 5
Mn -1.202 -0.243 0.894
C -2.900 -1.479 1.747
C -1.998 -1.131 2.769
C -2.019 0.304 2.907
C -2.924 0.817 1.968
C -3.439 -0.276 1.220
H -3.142 -2.481 1.432
H -1.441 -1.817 3.388
H -1.468 0.876 3.635
H -3.188 1.856 1.849
H -4.169 -0.207 0.427
N -1.326 0.122 -1.098
C -0.174 -0.080 -1.993
C -0.486 -0.408 -3.303
C 0.522 -0.655 -4.215
C 1.840 -0.576 -3.790
C 2.128 -0.242 -2.478
C 1.131 0.034 -1.536
C 1.527 0.378 -0.130
C 2.777 0.964 0.074
C 3.284 1.167 1.348
C 2.550 0.775 2.456
C 1.279 0.246 2.268
C 0.748 0.067 0.987
H -2.087 -0.451 -1.453
H -1.675 1.078 -1.176
H -1.525 -0.471 -3.609
H 0.282 -0.919 -5.236
H 2.649 -0.790 -4.476
H 3.163 -0.227 -2.166
H 3.365 1.278 -0.777
H 4.258 1.624 1.466
H 2.949 0.896 3.454
H 0.710 -0.029 3.145
*
```

***

Density functional theory data (wB97M-V/def2-TZVPD) for a single C14H22O6 molecule in a non-equilibrium geometry.

- LUMO level (eV) = 0.60
- SMILES = O=C(O)[C@H]1CC=CC[C@@H]1C(=O)OCC[C@@H](CO)CCO

ORCA input file:
```
! RIJCOSX wB97M-V def2-TZVPD def2/J DEFGRID3
* xyz 0 1
O 1.098 -0.859 4.830
C 1.232 -0.797 3.637
O 0.278 -1.108 2.734
C 2.588 -0.373 3.081
C 3.409 -1.659 3.131
C 4.781 -1.503 2.439
C 5.023 -0.532 1.523
C 3.940 0.516 1.157
C 2.499 0.150 1.572
C 1.449 1.311 1.305
O 1.085 1.970 2.278
O 1.245 1.747 -0.052
C 0.201 2.663 -0.088
C -1.234 1.998 -0.060
C -1.464 1.033 -1.310
C -0.961 -0.440 -1.132
O -1.156 -1.020 0.194
C -2.920 0.967 -1.815
C -3.362 2.113 -2.756
O -2.818 3.340 -2.467
H -0.486 -1.153 3.300
H 3.042 0.374 3.762
H 2.790 -2.466 2.707
H 3.579 -1.839 4.177
H 5.420 -2.287 2.831
H 6.063 -0.419 1.353
H 4.142 1.421 1.667
H 3.987 0.589 0.039
H 2.173 -0.653 0.907
H 0.340 3.429 -0.875
H 0.195 3.373 0.768
H -1.829 2.808 -0.139
H -1.407 1.435 0.850
H -0.859 1.356 -2.113
H 0.091 -0.530 -1.471
H -1.458 -1.184 -1.741
H -0.941 -0.389 0.867
H -3.667 0.888 -0.919
H -2.944 0.011 -2.414
H -3.189 1.765 -3.772
H -4.462 2.059 -2.808
H -3.270 4.119 -2.952
*
```

***

Density functional theory data (wB97M-V/def2-TZVPD) for a molecular structure, C25H45N9O2PS2Yb in a non-equilibrium geometry.

- LUMO level (eV) = -1.84

ORCA input file:
```
! RIJCOSX wB97M-V def2-TZVPD def2/J DEFGRID3
* xyz 1 1
Yb -0.184 -0.314 0.171
C 0.707 -1.190 -3.139
C 0.375 -2.448 -2.321
N 0.702 -2.327 -0.878
C 2.142 -2.513 -0.570
C 2.526 -1.783 0.710
N 2.130 -0.374 0.582
C 2.811 0.573 1.504
C 3.616 1.619 0.731
C 2.795 2.371 -0.321
N 2.596 1.537 -1.523
C 1.735 2.117 -2.552
C 0.257 2.126 -2.203
N -0.350 0.795 -1.963
C -0.366 -0.090 -3.156
H 0.867 -1.508 -4.170
H 1.655 -0.756 -2.796
H 0.899 -3.304 -2.758
H -0.695 -2.652 -2.401
H 0.197 -3.056 -0.384
H 2.721 -2.101 -1.398
H 2.401 -3.569 -0.486
H 3.603 -1.888 0.874
H 2.016 -2.223 1.568
H 2.379 -0.060 -0.357
H 3.462 0.022 2.184
H 2.071 1.082 2.117
H 4.478 1.148 0.240
H 4.017 2.337 1.448
H 3.277 3.320 -0.579
H 1.819 2.613 0.108
H 3.505 1.359 -1.930
H 1.890 1.549 -3.472
H 2.008 3.157 -2.776
H -0.264 2.636 -3.019
H 0.095 2.716 -1.300
H -1.314 0.992 -1.707
H -0.245 0.515 -4.059
H -1.354 -0.554 -3.227
C -3.579 2.744 3.844
C -3.445 1.295 3.447
O -2.174 0.766 3.889
P -0.889 0.577 2.974
S -0.723 -1.368 2.546
S -0.875 1.892 1.464
O 0.284 1.034 3.938
C 0.569 0.314 5.168
C 1.895 -0.397 5.056
H -4.564 3.116 3.550
H -2.816 3.350 3.354
H -3.477 2.856 4.925
H -3.539 1.167 2.369
H -4.197 0.680 3.933
H -0.243 -0.376 5.391
H 0.594 1.073 5.945
H 1.872 -1.127 4.244
H 2.106 -0.923 5.990
H 2.701 0.317 4.874
C -3.790 1.088 -1.052
C -3.546 -0.378 -0.941
N -2.513 -0.956 -0.367
C -2.737 -2.323 -0.456
C -3.900 -2.560 -1.105
N -4.410 -1.315 -1.412
C -5.565 -1.061 -2.252
N -5.162 -0.500 -3.520
N -4.242 -1.163 -4.268
N -3.973 -0.464 -5.308
C -4.728 0.699 -5.260
C -4.787 1.777 -6.150
C -5.628 2.814 -5.825
C -6.400 2.792 -4.642
C -6.355 1.736 -3.760
C -5.495 0.686 -4.105
H -3.018 1.622 -0.501
H -4.749 1.354 -0.599
H -3.811 1.430 -2.090
H -2.073 -3.037 0.002
H -4.401 -3.472 -1.389
H -6.244 -0.357 -1.780
H -6.080 -2.004 -2.393
H -4.194 1.779 -7.057
H -5.711 3.666 -6.488
H -7.055 3.628 -4.429
H -6.965 1.722 -2.865
*
```

***

Density functional theory data (wB97M-V/def2-TZVPD) for a molecular structure, C26H48Cl3ErN6O3Si in a non-equilibrium geometry.

- LUMO level (alpha / beta) (eV) = 0.47 / 0.48
- expectation value of S² = 3.752

ORCA input file:
```
! RIJCOSX wB97M-V def2-TZVPD def2/J DEFGRID3
* xyz 0 4
C -2.293 -2.337 -5.024
C -1.420 -2.435 -3.811
H -2.627 -3.347 -5.316
H -1.755 -1.907 -5.874
H -3.177 -1.720 -4.837
C -0.426 -3.342 -3.736
C 0.022 -4.198 -4.864
H 0.093 -3.557 -2.802
H 0.514 -3.593 -5.630
H -0.790 -4.748 -5.328
H 0.754 -4.918 -4.467
Er 0.937 1.749 1.206
Cl -1.537 2.196 1.423
Cl 1.714 3.255 -0.654
H 2.121 6.228 3.231
H -1.184 7.036 3.169
C 1.660 6.251 2.232
C -0.815 6.723 2.190
N 0.290 5.774 2.312
H 2.246 5.617 1.553
C 0.073 4.489 2.565
O 0.989 3.617 2.611
H -1.648 6.286 1.638
H -0.983 4.231 2.693
H 1.617 7.280 1.883
H -0.451 7.604 1.659
H 2.415 0.012 -2.790
H 2.459 -2.591 -2.452
C 3.224 0.049 -2.045
C 3.228 -2.395 -1.692
N 3.067 -1.060 -1.110
H 3.166 0.999 -1.496
C 2.996 -0.832 0.218
O 2.949 0.301 0.766
H 3.151 -3.162 -0.917
H 2.935 -1.759 0.815
H 4.191 -0.065 -2.566
H 4.206 -2.462 -2.186
O -1.131 -0.222 -2.946
C -1.754 -1.481 -2.682
C -0.132 -2.406 -0.921
C -1.449 -2.126 -1.312
H 0.676 -1.962 -1.503
C 0.133 -3.226 0.199
H -2.842 -1.335 -2.702
C -2.470 -2.519 -0.451
H 1.172 -3.459 0.448
C -0.909 -3.706 0.980
C -2.213 -3.334 0.662
H -3.488 -2.178 -0.679
H -0.709 -4.374 1.826
H -3.043 -3.673 1.287
Si -1.274 1.082 -3.913
Cl 0.247 -0.368 0.471
C 0.554 1.461 -4.200
C -1.649 2.309 -2.515
C -2.528 1.088 -5.254
H 1.094 0.620 -4.655
H 0.967 1.675 -3.210
H 0.669 2.365 -4.805
H -2.224 0.620 -6.208
H -2.688 2.172 -5.414
H -3.480 0.623 -4.943
H -2.302 1.859 -1.753
H -2.097 3.251 -2.845
H -0.709 2.556 -2.003
C 0.125 1.049 4.357
N 0.382 0.184 3.192
C -0.849 -0.693 3.003
N -1.134 -1.503 4.169
C -1.368 -0.596 5.303
N -0.178 0.261 5.577
C 0.989 -0.633 5.792
N 1.257 -1.555 4.668
C 1.521 -0.742 3.462
C 0.034 -2.358 4.432
H -0.716 1.698 4.083
H 1.016 1.664 4.549
H -0.667 -1.393 2.183
H -1.699 -0.043 2.768
H -1.591 -1.213 6.182
H -2.229 0.043 5.062
H 1.871 0.005 5.932
H 0.793 -1.234 6.686
H 1.650 -1.390 2.586
H 2.443 -0.160 3.607
H -0.175 -2.967 5.320
H 0.192 -3.008 3.558
*
```

***

Density functional theory data (wB97M-V/def2-TZVPD) for a single C5H8O molecule in a non-equilibrium geometry.

- LUMO level (eV) = 0.99
- SMILES = C[C@H]1C[C@H]1C=O

ORCA input file:
```
! RIJCOSX wB97M-V def2-TZVPD def2/J DEFGRID3
* xyz 0 1
C 1.659 -0.462 0.540
C 0.158 -0.589 0.658
C -0.923 0.447 0.794
C -0.741 -0.324 -0.513
C -0.698 0.743 -1.572
O -1.712 1.302 -1.903
H 1.931 0.360 -0.127
H 2.217 -0.392 1.484
H 1.972 -1.397 0.063
H -0.128 -1.455 1.265
H -0.691 1.503 0.748
H -1.797 0.213 1.393
H -1.470 -1.067 -0.813
H 0.225 1.117 -2.018
*
```

***

Density functional theory data (wB97M-V/def2-TZVPD) for 2 unconnected molecules or ions with the total composition C3H10N3O3 in a non-equilibrium geometry.

- LUMO level (eV) = -4.62

ORCA input file:
```
! RIJCOSX wB97M-V def2-TZVPD def2/J DEFGRID3
* xyz 1 1
C -2.064 0.093 -0.634
C -0.868 -0.063 0.295
C 0.486 0.530 -0.146
N -0.464 -1.956 -0.194
N 0.250 1.952 -0.113
N 1.510 -0.035 0.693
O -3.154 0.046 -0.145
O -1.161 -0.065 1.553
O 0.698 0.123 -1.463
H -1.846 0.246 -1.693
H 0.223 -2.211 0.511
H -1.279 -2.559 -0.207
H -0.041 2.296 0.791
H 1.046 2.492 -0.431
H -0.019 -1.852 -1.103
H 2.436 0.119 0.322
H 1.467 0.304 1.644
H -2.139 -0.158 1.675
H 1.033 0.861 -1.990
*
```

***

Density functional theory data (wB97M-V/def2-TZVPD) for a molecular structure, C26H43N9O3PdS in a non-equilibrium geometry.

- LUMO level (eV) = 0.48

ORCA input file:
```
! RIJCOSX wB97M-V def2-TZVPD def2/J DEFGRID3
* xyz 0 1
Pd 0.138 0.008 -1.064
N 1.726 -0.838 0.745
C 2.500 0.294 1.228
C 3.534 -0.013 2.331
C 3.170 -1.102 3.346
C 1.999 -0.748 4.275
N 2.118 0.599 4.762
C 2.754 0.934 5.816
N 2.725 2.255 6.178
N 3.473 0.107 6.649
C 1.510 1.427 1.493
O 1.369 1.970 2.688
O 0.879 1.872 0.558
H 1.217 -1.327 1.475
H 2.298 -1.494 0.226
H 3.052 0.670 0.350
H 3.783 0.914 2.853
H 4.447 -0.347 1.833
H 4.056 -1.281 3.960
H 2.941 -2.034 2.827
H 1.940 -1.496 5.081
H 1.050 -0.787 3.732
H 1.721 1.438 3.480
H 2.368 2.871 5.464
H 3.479 2.615 6.740
H 3.285 -0.878 6.559
H 3.582 0.409 7.604
C 0.917 -4.545 -4.165
C 1.144 -3.158 -3.639
C 2.291 -2.853 -2.914
C 2.521 -1.566 -2.462
C 1.611 -0.559 -2.749
C 0.441 -0.850 -3.457
C 0.215 -2.150 -3.887
S 1.989 1.152 -2.293
C 2.342 1.619 -4.069
O 3.317 1.081 -1.660
H 1.782 -5.177 -3.969
H 0.739 -4.525 -5.241
H 0.042 -4.994 -3.696
H 3.016 -3.632 -2.712
H 3.426 -1.306 -1.928
H -0.223 -0.042 -3.752
H -0.680 -2.387 -4.448
H 3.037 0.907 -4.498
H 2.767 2.616 -4.071
H 1.406 1.613 -4.615
N -1.801 -0.745 0.634
C -1.753 -2.005 0.135
C -2.842 -2.892 0.193
C -2.668 -4.175 -0.273
C -1.420 -4.567 -0.743
C -0.399 -3.632 -0.741
N -0.557 -2.381 -0.344
H -2.701 -0.304 0.735
H -1.048 -0.145 0.218
H -3.793 -2.553 0.582
H -3.493 -4.872 -0.268
H -1.251 -5.569 -1.107
H 0.596 -3.904 -1.067
C -3.791 3.634 1.338
C -2.272 3.524 1.349
N -1.889 2.469 0.448
C -2.498 2.227 -0.745
N -1.919 1.407 -1.553
C -2.551 1.038 -2.801
C -4.053 1.305 -2.817
C -4.298 2.706 -2.279
N -3.756 2.769 -0.940
C -4.234 3.846 -0.103
H -4.130 4.460 1.963
H -4.221 2.707 1.719
H -1.904 3.262 2.346
H -1.825 4.494 1.074
H -0.906 2.199 0.459
H -2.366 -0.029 -2.968
H -2.072 1.599 -3.618
H -4.551 0.586 -2.166
H -4.455 1.205 -3.823
H -5.369 2.925 -2.231
H -3.829 3.455 -2.935
H -5.329 3.853 -0.167
H -3.867 4.821 -0.466
*
```